(1)
Computed, not measured: a molecular structure, C22H32CuN2OS3, with the ωB97M-V functional and the def2-TZVPD basis.

Geometry (Å):
N 0.75669 0.33114 3.29693
C 2.55219 -1.22188 2.78757
H -1.03505 2.45842 2.90736
H -0.95844 0.66095 4.50818
H 0.70781 -2.35760 -2.84641
H 4.04836 -2.69863 2.43142
H 0.45638 0.92180 -4.38042
H 0.74764 2.64940 1.21040
C -1.93055 -0.74343 -4.46933
H -2.04840 0.08248 -3.76501
H -1.09266 -0.57133 3.22606
C 1.47620 1.45324 3.87922
O 1.43015 -0.37548 -1.33189
H 2.86736 0.42410 -4.98473
H 0.08513 2.40124 -0.40004
C 3.18118 -2.44744 3.02860
C -1.16737 -1.90071 -3.82645
C 0.25524 -1.54350 -3.41199
S 3.12030 -0.13510 1.53643
C 0.73847 1.21567 -3.36875
S -0.97518 -1.66355 0.58098
C -1.98927 0.90303 0.34143
C -2.18601 -0.48778 0.17979
C -3.40750 -0.89617 -0.38786
H 2.50177 1.44082 3.51500
H 2.38880 2.55164 -3.63178
Cu 0.89930 -0.20604 0.89077
C 1.40153 -0.91191 3.55562
C 2.21452 1.54786 -3.23485
C -2.92085 1.80523 -0.15229
H -2.36867 1.34959 2.60827
H -2.75052 2.87076 -0.03668
H -5.27579 -0.34061 -1.27711
S 0.24286 -0.15849 -2.19888
C -4.09028 1.37577 -0.76579
C 3.13207 0.54535 -3.93045
H 1.01838 2.39783 3.57882
H -1.70390 -2.23282 -2.93665
H -2.92995 -1.07290 -4.75599
C 0.91364 -1.81962 4.48295
C 1.54535 -3.04016 4.68874
H 4.16687 0.88676 -3.87386
C -0.17941 2.53177 0.64891
H -4.80166 2.09593 -1.15229
H 0.88784 -1.28367 -4.26197
C -0.66982 0.40136 3.47326
C 2.68200 -3.34790 3.95776
H 0.01566 -1.58553 5.04419
H 1.14974 -3.74260 5.41261
H -1.42082 -0.37504 -5.36432
H -1.13090 -2.74377 -4.52318
H 1.47892 1.40696 4.98064
H 3.16991 -4.30773 4.08884
H 3.07443 -0.42178 -3.43171
H -0.77085 3.45726 0.74901
C -4.34385 0.01222 -0.84867
H 2.46477 1.55244 -2.17196
N -0.86913 1.34074 1.12844
H -3.59084 -1.96103 -0.46588
H 0.11989 2.06646 -3.07318
C -1.28363 1.45600 2.54214

For the lowest unoccupied orbital energy, the calculation gives 2.6 eV. Its HOMO energy is -3.28 eV. The net charge is -1. The value obtained for the molecular weight is 500.26 g mol⁻¹.

(2)
Computed, not measured: 2 unconnected molecules or ions with the total composition C2H9NS at a distorted geometry, with the ωB97M-V functional and the def2-TZVPD basis.

Geometry (Å):
N -0.07905 0.31736 -0.35020
H -2.38433 0.57762 1.68179
H -0.72393 -0.04764 2.22116
S -1.98493 -0.34582 2.56753
H 1.95681 0.54917 -0.11686
H -0.81769 0.61797 -0.97814
H 1.43094 0.95876 -1.76462
H 1.16163 2.03188 -0.34060
H 0.09580 -1.43587 -1.58109
H 0.94652 -1.49147 -0.03531
C 0.04739 -1.12410 -0.53030
H -0.80997 -1.61220 -0.05838
C 1.16083 1.00434 -0.71498

Its structure (SMILES) is CNC.S. For the lowest unoccupied orbital energy, the calculation gives 1.0 eV. For the energy relative to the best compared isomer or geometry (same formula, charge and spin), the calculation gives 0.6021 eV. Its HOMO energy is -9.15 eV. The value obtained for the molecular weight is 79.17 g mol⁻¹.

(3)
Computed, not measured: C17H22O2Si in the gas phase at a distorted geometry, with the ωB97M-V functional and the def2-TZVPD basis.

Geometry (Å):
C -3.11779 -0.91955 -0.19110
H -0.84887 2.97208 3.12961
H 2.19352 3.22444 1.01064
C -3.20680 -2.89164 1.15127
C 2.09446 -0.06188 -2.43785
C -1.91660 -2.69155 1.58221
H -0.62825 4.23547 1.98959
C 0.52351 1.18265 2.24520
H -0.12500 -1.60301 1.24572
H 2.87106 -2.02620 0.07222
C 0.17227 2.28174 1.38144
H -3.65477 -0.16986 -0.70919
C 1.67798 -0.86247 -1.35130
C -1.23748 0.98712 -2.12660
O -0.91091 1.85993 0.53204
H 0.69476 -2.76055 -0.86414
H 0.71803 3.59507 3.04627
C -1.15861 -1.67937 1.02749
C -0.14795 3.35909 2.43146
H 3.27130 0.91961 -4.10013
H 1.27966 -0.06743 3.97455
H -3.73323 -3.72529 1.44031
C 3.02525 -1.23367 -0.59344
C 0.90638 0.51769 3.19950
H 3.43205 -0.32280 -0.05471
C -1.73974 -0.84322 0.12859
H -1.02506 0.32055 -3.00038
C 1.00065 -2.12435 -1.79349
H -1.42451 -3.40233 2.20276
C 2.61762 0.48815 -3.37479
H 0.29189 -1.99155 -2.54036
Si -0.74052 0.55295 -0.44766
O 0.90625 0.05686 -0.39481
C -3.80216 -2.05273 0.23712
H -4.79328 -2.18077 -0.07202
C 1.34058 2.72974 0.48710
H -0.74613 1.98584 -2.29979
H 3.80429 -1.47391 -1.30614
H 1.77840 1.86335 -0.06599
H 0.98378 3.40832 -0.30254
H 1.68013 -2.75309 -2.39597
H -2.30618 1.29657 -2.09270

Its structure (SMILES) is C#CC(C)(C)O[Si](C)(OC(C)(C)C#C)c1ccccc1. For the lowest unoccupied orbital energy, the calculation gives 0.8 eV. Its HOMO energy is -9.19 eV. The value obtained for the molecular weight is 286.45 g mol⁻¹.

(4)
Computed, not measured: C6H14N2S in the gas phase at a distorted geometry, with the ωB97M-V functional and the def2-TZVPD basis.

Geometry (Å):
C -1.38822 0.46853 -0.41233
C 0.95752 1.01605 0.47813
N -0.12231 -1.45152 -1.32819
H 0.87011 2.79795 -0.76972
C -1.27143 -1.02201 -0.51465
H -1.00224 0.90873 -1.26376
H -0.64577 2.14701 0.90058
H -1.45337 -2.73191 0.65556
H -2.51004 0.80080 -0.35728
H -0.41070 -1.49187 1.18669
H 1.29070 1.41137 -1.74552
C -0.57420 1.08859 0.72504
C -1.44555 -1.69206 0.75982
H 0.14178 -2.35303 -1.05584
N 1.43452 -0.39874 0.39835
H 2.91368 -2.02434 0.71700
H -0.65288 0.61902 1.69351
H -2.21724 -1.18238 1.32395
H 1.39339 1.35791 1.41629
H 2.46929 2.04896 -0.59155
S 2.90176 -0.95090 -0.19082
H -2.10987 -1.22848 -1.22120
C 1.43106 1.86231 -0.80407

For the lowest unoccupied orbital energy (spin up / spin down), the calculation gives -0.1 / 0.3 eV. For the energy relative to the best compared isomer or geometry (same formula, charge and spin), the calculation gives 3.1982 eV. Its HOMO energy (spin up / spin down) is -8.73 / -8.17 eV. The value obtained for the molecular weight is 146.26 g mol⁻¹.

Question: Look up the molecular weight of the third one.
Answer: 286.45 g mol⁻¹

Please write out number 3 again, unchanged.
Computed, not measured: C17H22O2Si in the gas phase at a distorted geometry, with the ωB97M-V functional and the def2-TZVPD basis.

Geometry (Å):
C -3.11779 -0.91955 -0.19110
H -0.84887 2.97208 3.12961
H 2.19352 3.22444 1.01064
C -3.20680 -2.89164 1.15127
C 2.09446 -0.06188 -2.43785
C -1.91660 -2.69155 1.58221
H -0.62825 4.23547 1.98959
C 0.52351 1.18265 2.24520
H -0.12500 -1.60301 1.24572
H 2.87106 -2.02620 0.07222
C 0.17227 2.28174 1.38144
H -3.65477 -0.16986 -0.70919
C 1.67798 -0.86247 -1.35130
C -1.23748 0.98712 -2.12660
O -0.91091 1.85993 0.53204
H 0.69476 -2.76055 -0.86414
H 0.71803 3.59507 3.04627
C -1.15861 -1.67937 1.02749
C -0.14795 3.35909 2.43146
H 3.27130 0.91961 -4.10013
H 1.27966 -0.06743 3.97455
H -3.73323 -3.72529 1.44031
C 3.02525 -1.23367 -0.59344
C 0.90638 0.51769 3.19950
H 3.43205 -0.32280 -0.05471
C -1.73974 -0.84322 0.12859
H -1.02506 0.32055 -3.00038
C 1.00065 -2.12435 -1.79349
H -1.42451 -3.40233 2.20276
C 2.61762 0.48815 -3.37479
H 0.29189 -1.99155 -2.54036
Si -0.74052 0.55295 -0.44766
O 0.90625 0.05686 -0.39481
C -3.80216 -2.05273 0.23712
H -4.79328 -2.18077 -0.07202
C 1.34058 2.72974 0.48710
H -0.74613 1.98584 -2.29979
H 3.80429 -1.47391 -1.30614
H 1.77840 1.86335 -0.06599
H 0.98378 3.40832 -0.30254
H 1.68013 -2.75309 -2.39597
H -2.30618 1.29657 -2.09270

Its structure (SMILES) is C#CC(C)(C)O[Si](C)(OC(C)(C)C#C)c1ccccc1. For the lowest unoccupied orbital energy, the calculation gives 0.8 eV. Its HOMO energy is -9.19 eV. The value obtained for the molecular weight is 286.45 g mol⁻¹.

Question: Number 1 is which compound?
Answer: C22H32CuN2OS3